Molecular formula: C2H3BrClF
Method: DFT, ωB97M-V with the def2-TZVPD basis set

As for the spin multiplicity: 1. For the energy above the lowest of the compared OMol25 structures with the same formula, charge and spin, the calculation gives 98.27 kcal per mole. The total energy is -3211.91357 Ha. The molar mass is 161.40 g mol⁻¹.

Each line ends with the Löwdin charge.
CARTESIAN COORDINATES (ANGSTROEM)
1 Br 4.853774 -1.107131 0.072056  0.667
2 Cl 3.798309 1.602190 -0.592909  0.534
3 F 2.969967 0.214160 1.530281  -0.033
4 C -0.336652 1.037707 -0.312487  0.049
5 C 3.433145 0.123651 0.317799  -1.171
6 H -0.725910 1.821520 0.344534  -0.029
7 H -0.929980 0.088591 -0.255276  -0.005
8 H 0.710980 1.213342 -0.752402  -0.013

Force components x, y, z for each atom (eV/Å):
Br -0.3 -0.2 0.3
Cl -0.7 -0.4 1.0
F 0.0 0.5 0.3
C 0.6 0.0 0.2
C 0.9 0.2 -1.6
H 0.2 -0.2 -0.4
H 1.1 0.9 -0.5
H -2.0 -0.7 0.6

Molecular formula: C32H22F9MnN2O11P3S
Method: DFT, ωB97M-V with the def2-TZVPD basis set

Its expectation value of S² is 8.75. As for the charge: -2. As for the spin multiplicity: 6. For the energy above the lowest of the compared OMol25 structures with the same formula, charge and spin, the calculation gives 10.71 kcal per mole. The total energy is -5642.52850 Ha. The molar mass is 961.44 g mol⁻¹.

Each line ends with the Löwdin spin population.
CARTESIAN COORDINATES (ANGSTROEM)
1 Mn -0.649409 -0.291939 -0.186761  4.705
2 S -0.317674 -0.847747 -2.641306  0.048
3 P -2.653307 2.011916 0.502315  0.007
4 P 1.558889 1.620879 -0.628962  0.013
5 P -2.743012 -0.528507 1.927295  0.008
6 F 0.423928 5.781574 4.561042  0.000
7 F 1.578607 4.256947 5.587986  0.000
8 F 2.588947 5.850901 4.522723  0.000
9 F 1.835480 5.497350 -6.102083  0.000
10 F -0.313598 5.538492 -5.797038  0.000
11 F 8.066920 -0.284589 -0.895073  0.000
12 F 7.155272 -1.771369 -2.187869  0.000
13 F 7.675647 0.178563 -2.978441  0.000
14 F 0.963692 6.939355 -4.736807  0.000
15 O 3.435965 -4.700017 1.411775  0.000
16 O -1.383618 -0.960217 2.698700  0.008
17 O 1.381931 -0.652830 1.099682  0.027
18 O 2.301966 -6.411720 0.585125  0.000
19 O -2.503496 -1.051556 0.514296  0.053
20 O -3.942763 -0.842319 2.714284  0.003
21 O -1.396525 1.721858 -0.318749  0.047
22 O -2.487289 1.075564 1.821304  0.005
23 O 3.028796 -2.070748 1.640191  0.003
24 O -3.987045 1.916811 -0.104561  0.001
25 O -2.463803 3.466760 1.172203  0.002
26 N -0.582245 -3.630465 -0.520569  0.002
27 N -0.022889 -2.530595 -0.031428  0.025
28 C 2.344125 3.874007 -2.198134  0.001
29 C -3.463146 1.426346 -3.826167  0.000
30 C 3.288515 1.082561 -0.908595  0.002
31 C 1.305656 -4.291608 0.378653  0.001
32 C 2.386182 -5.220269 0.802698  0.000
33 C 1.916240 -1.780967 1.147400  0.003
34 C 5.682492 1.109200 -0.618790  0.000
35 C -1.451594 0.099296 -3.597128  0.008
36 C 5.804013 0.061658 -1.518172  0.001
37 C 1.116656 -2.892648 0.519600  0.004
38 C -3.156118 1.723368 -5.148692  0.002
39 C 0.180584 -4.712358 -0.308207  0.003
40 C 0.067698 3.707613 -3.784160  0.000
41 C 2.205812 2.183793 2.044373  0.001
42 C 7.162132 -0.456533 -1.887052  0.000
43 C 1.392368 2.884508 -1.946101  0.002
44 C 0.254286 2.812716 -2.734551  0.000
45 C 2.165236 4.768766 -3.233166  0.000
46 C 4.673631 -0.483372 -2.115985  0.000
47 C 1.023512 4.677099 -4.029156  0.000
48 C 3.421866 0.023863 -1.810290  0.001
49 C 0.866421 5.650041 -5.159053  0.000
50 C -1.993546 1.194130 -5.697962  0.000
51 C 0.950493 4.665298 2.054206  0.000
52 C 1.532186 4.170617 3.216251  0.001
53 C 1.524012 5.002842 4.463239  0.000
54 C -2.632023 0.621440 -3.063353  0.003
55 C 1.654586 2.682083 0.862598  0.001
56 C -1.156624 0.399479 -4.932374  0.004
57 C 4.427645 1.613880 -0.316793  0.001
58 C 2.155794 2.930076 3.211503  0.000
59 C 1.012562 3.921580 0.887179  0.001
60 H -1.376420 -0.671563 3.619322  0.000
61 H 2.536443 -0.410565 -2.263871  0.000
62 H 6.561291 1.526860 -0.146175  0.000
63 H -0.825366 3.630704 -4.389548  0.000
64 H 4.763837 -1.312943 -2.804734  0.000
65 H 2.636482 1.193273 2.060798  0.000
66 H -1.726880 1.413253 -6.726174  0.000
67 H -0.499840 2.071463 -2.523335  0.000
68 H -1.601430 3.520364 1.604949  0.000
69 H 3.233493 3.938385 -1.582937  0.000
70 H -0.240871 0.010603 -5.359183  0.001
71 H 2.589359 2.528678 4.117631  0.000
72 H -1.445108 -3.534406 -1.031513  0.000
73 H -3.806830 2.357678 -5.737597  0.000
74 H -2.907964 0.432458 -2.034104  0.001
75 H 0.542291 4.310245 -0.007156  0.000
76 H 0.448133 5.623369 2.055126  0.000
77 H 2.906620 5.533295 -3.427604  0.000
78 H 3.341743 -3.689708 1.530887  0.000
79 H -0.096580 -5.697043 -0.638218  0.000
80 H 4.347277 2.426511 0.390945  0.000
81 H -4.352408 1.830980 -3.358916  0.000

Force components x, y, z for each atom (eV/Å):
Mn 0.4 -0.2 -0.4
S -0.1 -0.2 0.0
P 0.1 -0.2 -0.1
P -0.2 0.1 0.2
P 0.1 -0.1 -0.7
F 0.2 -0.1 0.0
F 0.0 0.1 -0.2
F -0.2 -0.1 0.0
F -0.2 0.1 0.2
F 0.2 0.0 0.1
F -0.1 0.0 -0.2
F 0.0 0.2 0.0
F -0.1 -0.1 0.2
F 0.0 -0.2 -0.1
O 0.0 0.6 0.2
O 0.1 0.0 0.2
O -0.2 0.3 -0.1
O 0.0 0.0 0.0
O 0.0 0.2 0.6
O 0.0 0.0 0.0
O -0.1 -0.2 0.3
O -0.3 0.2 0.4
O 0.1 -0.3 0.0
O 0.0 0.1 -0.1
O 0.1 0.1 0.1
N 0.2 0.0 0.0
N 0.0 0.1 0.1
C 0.0 0.0 -0.1
C -0.1 0.1 0.0
C -0.1 0.0 -0.1
C -0.1 0.0 -0.1
C -0.2 0.0 -0.1
C 0.1 -0.2 0.0
C 0.0 0.0 0.0
C 0.1 0.0 -0.1
C 0.0 -0.1 -0.1
C -0.1 0.0 0.0
C 0.0 0.0 0.0
C 0.0 0.0 0.1
C 0.0 0.0 0.0
C -0.1 0.1 0.0
C 0.1 0.0 0.0
C 0.0 -0.1 0.0
C 0.0 0.1 0.0
C 0.0 0.0 0.0
C 0.0 0.0 0.0
C 0.0 0.1 -0.1
C 0.1 0.0 0.1
C 0.0 0.0 -0.1
C -0.1 0.0 0.0
C 0.1 0.0 0.1
C 0.0 0.1 0.1
C 0.0 0.0 0.1
C -0.1 0.0 0.1
C 0.0 -0.1 -0.1
C 0.1 0.0 0.0
C 0.0 0.0 0.0
C 0.0 0.0 -0.1
C 0.0 0.0 0.0
H -0.1 0.0 -0.1
H 0.0 0.0 0.0
H 0.0 0.0 0.0
H 0.0 0.0 0.0
H 0.0 0.0 0.0
H 0.0 -0.1 0.0
H 0.0 0.0 0.0
H 0.0 0.0 0.0
H 0.0 0.0 -0.1
H 0.0 0.0 0.0
H 0.0 0.0 0.0
H 0.0 0.0 0.0
H 0.0 0.0 0.0
H 0.0 0.0 0.0
H 0.0 -0.1 0.0
H 0.0 0.0 0.0
H 0.0 0.0 0.0
H 0.0 0.0 0.0
H -0.1 -0.2 -0.1
H 0.0 0.0 0.0
H 0.0 0.1 0.1
H 0.0 0.0 0.0

Molecular formula: C5H3O5PS
Method: DFT, ωB97M-V with the def2-TZVPD basis set

As for the charge: -2. As for the spin multiplicity: 1. The total energy is -1308.01351 Ha. The molar mass is 206.12 g mol⁻¹.

Each line ends with the Löwdin charge.
CARTESIAN COORDINATES (ANGSTROEM)
1 S 3.717058 0.528934 0.155370  0.382
2 P 0.981659 1.254031 0.323632  0.837
3 O 2.292351 -3.439449 0.868232  -0.053
4 O 3.279133 1.956630 0.154286  -0.543
5 O 4.462558 0.199551 -1.133655  -0.440
6 O 4.432954 0.207615 1.373238  -0.386
7 O 1.022503 -3.560591 -0.949859  -0.054
8 C 2.080614 -0.090573 0.154056  -0.431
9 C -0.096170 -1.134840 -0.134750  -0.216
10 C -0.368500 0.157232 -0.023512  -0.437
11 C 1.595330 -2.973783 -0.039444  -0.780
12 C 1.288078 -1.479842 0.048827  -0.045
13 H -0.897859 -1.784979 -0.348956  0.080
14 H 0.913749 1.590398 -1.107933  0.015
15 H -1.500902 0.365844 0.244558  0.071

Force components x, y, z for each atom (eV/Å):
S 1.8 1.0 -2.6
P -0.5 0.5 -1.2
O 0.6 -0.3 0.7
O 0.7 0.0 -0.1
O -1.7 0.2 2.7
O 0.1 -0.6 0.0
O -0.9 -0.7 -1.6
C -2.3 -6.4 -0.1
C 1.2 0.1 0.3
C -4.3 1.3 1.4
C 1.0 0.7 1.2
C 2.4 5.0 -0.7
H -0.4 -1.3 0.1
H 0.2 0.3 0.9
H 2.1 0.2 -1.1

Molecular formula: C17H33Br7ClNO6P
Method: DFT, ωB97M-V with the def2-TZVPD basis set

As for the charge: +1. As for the spin multiplicity: 1. The total energy is -19992.96965 Ha. The molar mass is 973.21 g mol⁻¹.

Each line ends with the Löwdin charge.
CARTESIAN COORDINATES (ANGSTROEM)
1 Br 5.079598 0.585648 -4.988382  0.606
2 Br 2.787205 2.263695 -0.848966  0.710
3 Br 3.542215 2.846449 3.466236  0.686
4 Br 0.808975 0.384289 3.708695  0.617
5 Br -8.529630 -5.814810 1.193268  0.621
6 Br 4.834901 -0.736902 -1.552734  0.617
7 Br -6.803762 -4.959166 -1.954881  0.600
8 Cl -4.828866 -1.395187 -1.527959  0.295
9 P -3.894484 0.510685 -1.812049  0.771
10 O -3.531553 1.917879 2.222354  -0.012
11 O 0.537194 0.529204 -1.224222  -0.191
12 O -5.022421 1.661536 -1.263116  -0.291
13 O 0.963022 -3.010107 -0.442417  -0.051
14 O 2.129061 -1.778974 1.190620  0.024
15 O -2.447014 1.601340 1.451679  -0.170
16 N -2.371201 0.579969 -0.804322  -0.388
17 C 6.409669 -0.231423 -2.586089  -0.671
18 C 6.147652 1.002774 -3.412097  -0.691
19 C -1.548948 1.824867 -1.116128  -0.066
20 C 0.699855 4.261062 -0.126724  -0.259
21 C 2.726997 0.104804 3.481457  -0.686
22 C 1.303707 4.064404 1.358678  -0.206
23 C -1.601125 -0.680825 -1.197664  -0.140
24 C 0.897259 2.949659 -1.028227  -0.537
25 C -7.397914 -3.801925 -0.502173  -0.713
26 C -2.698812 0.427785 0.662713  -0.158
27 C -0.039591 1.713055 -0.595209  -0.302
28 C -7.180738 -4.453449 0.840836  -0.705
29 C 3.376928 -3.735165 0.451459  0.002
30 C 3.525717 1.086754 4.301666  -0.665
31 C -0.082373 -0.675826 -0.689650  -0.213
32 C 2.100287 -2.764538 0.402609  -0.362
33 C 0.753398 -1.906318 -1.353412  -0.074
34 H 0.066958 1.570816 0.532438  0.139
35 H -0.407458 4.587273 -0.081612  0.112
36 H 2.906683 -0.916187 3.820297  0.062
37 H 4.101043 -3.337328 1.245949  0.098
38 H 0.982597 5.000796 1.953979  0.091
39 H 1.794059 -1.517248 -1.655638  0.129
40 H 5.616783 1.782697 -2.865867  0.039
41 H -1.616607 -0.758568 -2.335972  0.142
42 H 0.885805 3.121970 1.852864  0.039
43 H -6.208839 -4.938196 0.932514  0.051
44 H 1.254410 5.159753 -0.592762  0.123
45 H 3.143189 1.218487 5.313830  0.054
46 H 3.116293 -4.807925 0.757051  0.100
47 H -4.621436 2.304164 -0.629943  0.073
48 H -2.090595 2.780960 -0.812046  0.147
49 H -2.110312 -1.604843 -0.748087  0.134
50 H -1.488231 1.845505 -2.271411  0.158
51 H 0.188688 -2.183999 -2.306093  0.148
52 H 4.572654 0.784151 4.351533  0.063
53 H 7.081890 1.409982 -3.801367  0.063
54 H -6.794042 -2.898896 -0.593072  -0.025
55 H -0.052463 -0.688544 0.454648  0.145
56 H 3.936803 -3.683931 -0.550402  0.078
57 H -7.296205 -3.724706 1.644857  0.056
58 H 0.788276 3.183966 -2.150566  0.116
59 H 2.931301 0.168761 2.413555  0.033
60 H 6.689656 -1.098939 -3.183135  0.055
61 H -2.122700 -0.435315 1.169082  0.169
62 H -8.441381 -3.555919 -0.698668  0.057
63 H -3.812930 0.141829 0.788674  0.141
64 H 7.186526 -0.040376 -1.844293  0.062
65 H 2.466085 4.084662 1.370468  0.000
66 H -3.291740 2.673929 2.813348  0.150

Force components x, y, z for each atom (eV/Å):
Br 0.0 0.1 0.1
Br -1.0 0.6 -0.1
Br 0.1 -0.2 0.3
Br -0.1 0.1 -0.2
Br 0.2 0.0 0.0
Br 0.0 -0.1 0.0
Br -0.1 0.1 0.0
Cl 0.8 1.5 0.7
P -2.4 1.0 -2.8
O -2.9 0.4 1.3
O -1.5 -0.2 1.2
O 2.6 -1.5 0.8
O 1.7 0.5 0.2
O -0.7 -3.3 -3.4
O 2.6 -0.6 -2.3
N 0.6 -0.5 2.5
C 0.1 0.0 0.2
C 0.0 0.0 -0.3
C 0.8 1.3 -1.7
C 0.7 0.1 0.3
C 0.1 -0.1 0.1
C -0.3 1.1 -0.3
C 1.1 -1.7 -0.4
C -0.6 0.3 -0.3
C 0.2 0.0 -0.2
C -1.4 -1.0 3.4
C 0.8 -0.2 -0.1
C -0.3 0.0 0.2
C -0.2 0.1 -0.2
C 0.2 0.1 0.0
C 0.0 0.4 -0.7
C 0.9 2.2 3.0
C 0.1 1.6 0.0
H -0.5 0.3 -1.3
H 1.6 -0.8 -0.1
H 0.0 0.1 0.0
H -1.4 -0.3 -1.2
H 0.4 -1.6 -0.7
H -1.8 -0.2 0.3
H 0.1 -0.2 0.0
H 0.0 0.2 1.4
H 0.8 1.4 -0.5
H -0.1 0.1 -0.1
H -0.8 -1.6 0.5
H 0.0 -0.1 -0.2
H 0.2 1.5 -0.8
H -0.6 -0.4 -0.3
H 0.7 -1.5 0.0
H 0.4 1.5 -0.7
H -0.1 -0.1 1.7
H 0.9 -0.4 1.5
H -0.1 -0.1 0.0
H -0.1 -0.1 0.1
H -0.1 -0.1 0.1
H 0.2 -0.1 -1.5
H -1.1 -0.3 1.4
H 0.0 0.0 -0.1
H 0.1 -0.5 1.8
H 0.0 0.0 0.2
H -0.1 0.2 0.0
H -0.6 1.4 -1.3
H 0.1 -0.1 0.1
H 1.6 0.6 -0.3
H -0.1 0.0 -0.1
H -2.3 -0.3 -0.3
H 0.6 -0.8 -0.9

Which value of spin multiplicity does entry 1 give? 1